A 18-piece molecular cluster, C21H78O18 overall. Source: the OMol25 dataset; level of theory: ωB97M-V/def2-TZVPD.

The geometry in ORCA input format:
```
! wB97M-V def2-TZVPD RIJCOSX def2/J DEFGRID3
* xyz 0 1
O 3.95011 -2.68712 1.38490
H 4.11925 -3.35329 0.71868
H 4.23508 -1.86696 0.98196
O -2.53564 -2.01194 -0.55167
H -2.87966 -1.14811 -0.77900
H -1.58469 -1.90494 -0.57366
O 0.20989 -3.06371 4.76477
H -0.24979 -2.22581 4.81814
H 0.65005 -3.15025 5.61035
O 3.50827 -0.58266 -2.89446
H 3.63094 -0.14920 -3.73902
H 2.66816 -0.25311 -2.57534
O -3.24509 -0.41109 2.56693
H -3.43213 -1.30135 2.26912
H -2.62943 -0.52463 3.29102
O -1.56749 4.01050 0.28943
H -2.17845 3.36422 0.64338
H -1.87713 4.84780 0.63479
O -3.33689 2.19975 1.30624
H -3.09784 1.43156 1.82485
H -4.00096 2.64656 1.83122
O 0.96088 0.60475 -2.76741
H 1.05145 1.48078 -2.39244
H 0.77887 0.75818 -3.69453
O 0.32464 -3.68310 -1.48755
H 1.18570 -3.75154 -1.90002
H 0.29857 -2.79456 -1.13250
O -1.04472 -0.66964 4.64269
H -0.92331 -0.71729 5.59096
H -0.45478 0.02915 4.36002
O 1.23180 -4.91319 2.93302
H 1.93463 -4.32492 2.65695
H 0.77313 -4.43237 3.62198
C 2.89952 2.94230 4.53417
C 2.15066 1.75781 3.99896
C 2.40004 0.53428 4.87908
O 0.77495 2.12724 4.03007
H 2.57729 3.31458 5.50662
H 3.08037 3.70630 3.77807
H 3.93419 2.67061 4.74332
H 2.33321 1.46515 2.96498
H 2.00357 0.73665 5.87405
H 3.40989 0.14702 5.01449
H 1.87282 -0.31422 4.44298
H 0.60419 2.84992 3.42165
C 1.26864 5.32566 -1.42762
C 0.92816 4.51394 -2.68445
C 2.17757 4.05912 -3.45414
O 0.34956 3.36545 -2.12143
H 1.85016 6.18763 -1.75465
H 1.86657 4.70781 -0.75767
H 0.37881 5.63083 -0.87701
H 0.17398 4.96739 -3.32766
H 2.58867 4.85490 -4.07530
H 2.00785 3.14669 -4.02577
H 2.96532 3.90459 -2.71680
H -0.41546 3.63450 -1.60767
C -3.42964 -3.97403 3.72680
C -3.15312 -4.00615 2.26255
C -3.81989 -5.22946 1.57701
O -3.87381 -2.97091 1.69092
H -2.73136 -3.28935 4.20818
H -3.21975 -4.87045 4.31030
H -4.43561 -3.69834 4.04322
H -2.11968 -3.89095 1.93569
H -4.79112 -5.52433 1.97433
H -3.21726 -6.12880 1.70400
H -3.98148 -5.08102 0.50932
H -3.50188 -2.68792 0.85235
C -4.83524 1.97390 -2.35455
C -3.82115 0.91917 -2.31754
C -2.40767 1.42863 -2.60484
O -3.90989 0.28188 -1.04001
H -5.81655 1.52645 -2.19665
H -4.92007 2.48666 -3.31266
H -4.61857 2.67228 -1.54621
H -4.02312 0.18786 -3.10016
H -2.31993 1.96701 -3.54853
H -1.67341 0.62427 -2.64937
H -2.13975 2.08476 -1.77671
H -3.77060 0.93438 -0.34976
C 0.08849 -2.06094 -5.95543
C -1.39576 -1.98959 -5.61961
C -1.59883 -2.13398 -4.12072
O -1.97114 -0.66861 -5.74205
H 0.39956 -1.81209 -6.97003
H 0.47431 -3.03569 -5.65694
H 0.64379 -1.32229 -5.37739
H -2.05450 -2.68413 -6.14093
H -2.64026 -2.09613 -3.80118
H -1.05566 -1.40377 -3.52084
H -1.19025 -3.09150 -3.79772
H -2.89357 -0.74961 -5.48873
C -0.32890 0.66889 0.59544
C 0.58871 -0.49507 0.21577
C 0.42893 -1.71593 1.12731
O 0.23837 -1.10482 -1.02806
H -1.40583 0.50297 0.56728
H -0.04994 1.49722 -0.05582
H -0.17475 0.99454 1.62417
H 1.62189 -0.15178 0.16302
H -0.50858 -2.27196 1.13047
H 0.57544 -1.36761 2.14971
H 1.20092 -2.43988 0.86652
H 0.40465 -0.48882 -1.74534
C 3.57458 1.94079 -0.22791
C 4.85071 1.11810 -0.51267
C 6.00500 1.42033 0.40543
O 4.46192 -0.16978 -0.37013
H 2.82175 1.73859 -0.98980
H 3.71718 3.02140 -0.22146
H 3.13646 1.64826 0.72633
H 5.15590 1.34413 -1.53437
H 5.68870 1.18666 1.42202
H 6.40737 2.42317 0.26218
H 6.78068 0.71240 0.11345
H 3.87965 -0.38746 -1.10169
*
```

Strongest force on any atom   0.061 Eh/bohr
Orbital gap   9.2 eV
Energy   -59897.6927 eV
Energy relative to the best compared isomer or geometry (same formula, charge and spin)   0.0 kcal per mole
HOMO level   -0.3355 Ha

A 21-piece molecular cluster, C21H84N14O21 overall. Source: the OMol25 dataset; level of theory: ωB97M-V/def2-TZVPD.

The geometry in ORCA input format:
```
! wB97M-V def2-TZVPD RIJCOSX def2/J DEFGRID3
* xyz 0 1
C -0.69130 4.05730 -0.25600
O 0.11725 3.86045 0.86194
H -0.41605 3.24099 -0.92382
H -1.77277 3.95980 -0.16103
H -0.22639 4.88066 -0.79825
H -0.48322 3.68375 1.58982
C 3.60402 -2.64524 -3.21075
O 4.44690 -3.73947 -3.42147
H 2.68390 -2.89992 -3.73669
H 3.43735 -2.51309 -2.14170
H 3.92831 -1.73206 -3.70978
H 5.34411 -3.51079 -3.16785
C 3.32386 4.83286 -2.28253
O 3.71502 5.70488 -3.25709
H 4.13105 4.53785 -1.61207
H 2.56908 5.40484 -1.74286
H 2.91060 3.88889 -2.63782
H 2.99697 5.78863 -3.88875
C -3.03800 -3.26039 0.95439
O -3.21422 -1.95214 1.54285
H -2.07276 -3.40026 0.46772
H -3.13154 -3.89287 1.83718
H -3.84327 -3.41044 0.23528
H -2.50142 -1.43019 1.16725
C -1.33448 -1.04479 -5.84637
O -0.05636 -1.54182 -5.61108
H -1.55203 -1.21128 -6.90138
H -2.05046 -1.50712 -5.16686
H -1.49063 0.03259 -5.79196
H -0.11280 -2.49660 -5.69360
C 4.62017 -2.46942 2.90621
O 5.80874 -2.32328 3.56644
H 4.44387 -3.53447 2.75556
H 3.72890 -1.92302 3.21474
H 4.76452 -2.10317 1.88978
H 6.43706 -2.15108 2.86133
C -0.08861 4.50363 -4.60059
O 0.49729 5.65629 -4.10483
H 0.20174 3.69318 -3.93204
H -1.17333 4.59915 -4.55186
H 0.18009 4.27218 -5.63129
H -0.18294 6.17589 -3.67021
C 3.67568 6.41585 2.00029
O 3.17183 5.19170 2.43115
H 2.99802 7.14568 1.55729
H 4.30414 6.89202 2.75289
H 4.50001 6.26217 1.30391
H 2.34552 5.14403 1.94479
C 0.78056 6.11232 4.84179
O 1.06631 6.00455 6.16624
H 1.64541 6.46837 4.28200
H 0.36445 5.17031 4.48462
H -0.01934 6.83586 4.68441
H 1.43803 5.13361 6.32403
C -3.46100 0.72135 -1.53394
O -2.69265 0.06884 -2.51793
H -2.79753 1.28226 -0.87569
H -4.17341 1.37393 -2.03864
H -4.00939 0.03583 -0.88785
H -2.31944 0.70917 -3.12808
C -0.27619 -3.85877 -2.92884
O 0.19316 -3.30081 -1.71671
H 0.57081 -4.12453 -3.56135
H -0.85227 -4.76830 -2.75859
H -0.82356 -3.15456 -3.55540
H -0.48849 -3.28646 -1.04089
C 2.25384 -6.75586 -2.08406
O 3.60901 -6.38974 -1.96370
H 2.04195 -7.62367 -2.70865
H 1.91306 -7.00817 -1.07991
H 1.65750 -5.87420 -2.31890
H 3.79375 -5.47998 -2.20826
C 0.94614 1.24343 -3.83984
O 2.30210 1.56163 -3.26506
H 0.90181 0.16887 -4.01719
H 0.15237 1.60782 -3.18773
H 0.78215 1.71105 -4.81068
H 2.25123 2.33899 -2.70406
C 4.00431 1.31413 3.08511
O 5.16221 0.60144 2.72061
H 3.69246 1.87670 2.20513
H 3.14742 0.65257 3.21230
H 4.09883 1.84395 4.03297
H 5.12657 -0.30765 3.02701
C 0.67660 -2.25349 3.46865
O 1.10507 -2.95601 4.38448
N 0.46349 -1.03013 3.73932
N 0.10032 -2.68522 2.38602
H 0.61199 -0.89518 4.72919
H -0.16567 -0.42026 3.23701
H -0.21445 -2.06925 1.65008
H 0.00821 -3.69052 2.35452
C -4.27470 -1.64154 5.39607
O -4.89105 -0.77761 4.87001
N -3.43962 -2.43352 4.74664
N -4.31984 -1.84381 6.64241
H -3.31875 -2.29804 3.75309
H -2.84781 -3.14114 5.15790
H -4.93994 -1.20662 7.12154
H -3.68478 -2.47526 7.10938
C 0.25569 0.15861 0.14849
O -0.86962 -0.01403 0.57901
N 0.77732 -0.54970 -0.78570
N 0.94718 1.28524 0.42400
H 1.67161 -0.15037 -1.03247
H 0.35780 -1.37489 -1.18964
H 1.80712 1.51074 -0.05533
H 0.75586 1.93283 1.17509
C -2.37890 1.94731 2.99924
O -1.98935 3.04473 2.55136
N -2.98388 1.89053 4.15611
N -2.55029 0.80402 2.41411
H -3.50651 1.07359 4.43820
H -3.11588 2.71538 4.72383
H -2.26695 0.76687 1.44538
H -2.76960 0.02373 3.01673
C 4.55887 0.79576 -0.77966
O 3.59255 1.50346 -0.44186
N 4.73484 0.41161 -2.01509
N 5.44012 0.39010 0.01753
H 4.04734 0.90347 -2.56782
H 5.58420 -0.09290 -2.22526
H 5.31332 0.59806 0.99772
H 6.09154 -0.15053 -0.53334
C -4.91153 -2.71152 -3.17530
O -5.54232 -1.77494 -2.62021
N -5.40072 -3.92199 -3.33448
N -3.69481 -2.57090 -3.55663
H -6.34790 -4.18008 -3.09713
H -4.95523 -4.25616 -4.17708
H -3.19782 -3.27557 -4.08250
H -3.30812 -1.67444 -3.29790
C -7.22389 -2.47562 1.64182
O -8.18662 -2.72102 2.33147
N -7.13386 -2.77537 0.45761
N -6.21734 -1.87633 2.14402
H -6.30128 -2.61404 -0.09092
H -7.78943 -3.51673 0.25580
H -6.15575 -1.65850 3.12833
H -5.44214 -1.63892 1.54170
*
```

Strongest force on any atom   0.190 Eh/bohr
Orbital gap   8.5 eV
Energy   -86994.3238 eV
HOMO level   -0.3245 Ha